1.
43
Properties=species:S:1:pos:R:3:mulliken_charge:R:1 method="wB97M-V/def2-TZVPD" total_energy_ev=-96665.8539 total_charge=0 relative_energy_ev=0.000 smiles="O=C(CCCOc1cccc(Br)c1)NCCOc1ccccc1"
O -0.283 -2.892 -0.475 -0.68
C 0.633 -2.217 -0.891 0.54
C 0.749 -1.763 -2.340 -1.12
C 0.425 -0.274 -2.496 -0.08
C -0.959 0.051 -1.944 -0.95
O -0.884 -0.020 -0.536 0.21
C -2.026 -0.065 0.187 0.50
C -1.881 -0.297 1.558 -0.15
C -2.987 -0.355 2.378 -0.86
C -4.263 -0.183 1.863 -0.46
C -4.392 0.055 0.510 -0.29
Br -6.131 0.314 -0.229 -0.23
C -3.301 0.120 -0.340 -0.42
N 1.676 -1.832 -0.118 -0.08
C 1.733 -2.117 1.295 -0.59
C 2.248 -0.937 2.129 -0.67
O 1.440 0.212 2.029 -0.47
C 1.631 1.126 1.033 0.96
C 2.722 1.186 0.174 -0.56
C 2.795 2.182 -0.787 -0.73
C 1.794 3.126 -0.907 -0.64
C 0.715 3.082 -0.037 -0.51
C 0.635 2.098 0.925 -0.34
H 1.757 -1.962 -2.708 0.40
H 0.042 -2.353 -2.926 0.42
H 1.155 0.336 -1.961 -0.25
H 0.457 -0.005 -3.553 0.44
H -1.688 -0.675 -2.325 0.47
H -1.262 1.063 -2.251 0.50
H -0.886 -0.425 1.952 0.41
H -2.862 -0.539 3.434 0.42
H -5.133 -0.231 2.499 0.41
H -3.457 0.318 -1.388 0.52
H 2.416 -1.284 -0.524 0.32
H 2.387 -2.978 1.487 0.34
H 0.715 -2.382 1.594 0.41
H 3.292 -0.718 1.880 0.34
H 2.206 -1.224 3.185 0.36
H 3.537 0.479 0.242 0.38
H 3.650 2.212 -1.448 0.39
H 1.856 3.892 -1.664 0.40
H -0.070 3.820 -0.111 0.42
H -0.198 2.055 1.608 0.52



2.
46
Properties=species:S:1:pos:R:3:mulliken_charge:R:1 method="wB97M-V/def2-TZVPD" total_energy_ev=-203445.4642 spin_multiplicity=2 s2=0.75 total_charge=0 relative_energy_ev=0.452
Cu 0.296 -0.652 -0.486 -0.74
O 2.395 3.115 -1.373 -0.67
C 2.457 3.513 -0.086 0.22
C 3.072 4.738 0.173 -0.63
C 3.148 5.224 1.461 -0.32
C 2.614 4.497 2.521 -0.76
C 2.033 3.270 2.281 -0.44
C 1.952 2.753 0.984 0.22
C 1.381 1.413 0.763 1.45
O 0.995 1.079 -0.449 -0.58
N 1.278 0.612 1.788 -0.85
N 0.770 -0.595 1.416 0.48
C 0.532 -1.542 2.240 -0.09
C 0.064 -2.841 1.825 0.55
C -0.099 -3.815 2.829 -0.77
C -0.476 -5.104 2.549 -0.69
C -0.703 -5.465 1.217 -0.45
C -0.571 -4.537 0.214 -0.52
C -0.196 -3.199 0.470 0.69
O -0.137 -2.387 -0.560 -0.32
H 1.920 2.265 -1.399 0.37
H 3.482 5.286 -0.665 0.42
H 3.630 6.177 1.642 0.38
H 2.657 4.894 3.527 0.39
H 1.632 2.675 3.089 0.43
H 0.706 -1.376 3.303 0.39
H 0.090 -3.519 3.855 0.33
H -0.587 -5.832 3.341 0.40
H -0.987 -6.481 0.975 0.37
H -0.742 -4.807 -0.821 0.43
C -0.861 -0.430 -4.545 -1.01
Se 0.019 0.468 -3.042 0.21
C -1.487 1.624 -2.538 -0.79
C -2.667 0.920 -1.894 -0.67
Se -2.383 0.392 -0.012 0.07
C -3.126 -1.408 -0.118 -0.93
H -0.887 0.237 -5.402 0.34
H -1.867 -0.729 -4.262 0.27
H -0.271 -1.312 -4.776 0.33
H -1.812 2.097 -3.465 0.55
H -1.054 2.385 -1.890 0.33
H -2.927 0.008 -2.432 0.24
H -3.530 1.584 -1.898 0.43
H -4.176 -1.359 -0.393 0.39
H -3.024 -1.841 0.874 0.32
H -2.552 -1.992 -0.832 0.24



3.
48
Properties=species:S:1:pos:R:3:mulliken_charge:R:1 method="wB97M-V/def2-TZVPD" total_energy_ev=-48592.3318 total_charge=0 relative_energy_ev=0.000 smiles="CCN(CC)S(=O)(=O)c1cccc(NC(=O)Nc2cccc(C(F)(F)F)c2)c1"
C -3.329 -0.716 -2.268 -0.85
C -3.713 -1.564 -1.056 -0.73
N -3.413 -0.964 0.223 0.13
C -3.963 0.329 0.558 -0.19
C -5.486 0.301 0.642 -1.50
S -1.957 -1.364 0.902 1.26
O -1.942 -0.843 2.238 -0.74
O -1.750 -2.767 0.703 -0.76
C -0.694 -0.480 -0.024 0.48
C 0.043 -1.139 -0.988 -0.57
C 1.022 -0.441 -1.678 -0.83
C 1.274 0.885 -1.377 -0.24
C 0.557 1.530 -0.368 -0.18
N 0.857 2.844 0.003 -0.12
C 2.096 3.434 0.110 0.23
O 2.232 4.635 0.079 -0.67
N 3.173 2.586 0.244 -0.11
C 3.189 1.276 0.726 0.03
C 2.325 0.861 1.740 -0.18
C 2.309 -0.458 2.151 -0.61
C 3.168 -1.382 1.581 -0.76
C 4.066 -0.956 0.613 0.13
C 4.995 -1.932 -0.051 0.87
F 5.187 -3.052 0.655 -0.28
F 6.212 -1.412 -0.284 -0.28
F 4.525 -2.320 -1.256 -0.26
C 4.085 0.362 0.182 -0.54
C -0.460 0.842 0.287 -0.55
H -3.931 0.189 -2.319 0.29
H -2.278 -0.435 -2.229 0.14
H -3.501 -1.289 -3.175 0.41
H -3.164 -2.506 -1.065 0.38
H -4.782 -1.792 -1.090 0.39
H -3.551 0.568 1.539 0.39
H -3.640 1.097 -0.159 0.28
H -5.931 0.150 -0.338 0.33
H -5.804 -0.503 1.300 0.34
H -5.844 1.246 1.041 0.44
H -0.154 -2.182 -1.174 0.55
H 1.598 -0.934 -2.445 0.48
H 2.036 1.427 -1.914 0.49
H 0.085 3.471 0.176 0.26
H 4.065 3.025 0.063 0.27
H 1.665 1.577 2.204 0.55
H 1.618 -0.769 2.918 0.44
H 3.153 -2.415 1.890 0.48
H 4.784 0.673 -0.580 0.44
H -1.036 1.309 1.071 0.46